(1)
{
  "formula": "C3H3N3S",
  "method": "the ωB97M-V functional and the def2-TZVPD basis",
  "spin_multiplicity": 1,
  "e_lumo_ev": -1.545,
  "species": ["C", "C", "C", "H", "H", "H", "N", "N", "N", "S"],
  "positions_angstrom": [[0.75970, -0.57919, -0.05355], [0.35629, 0.74308, 0.17888], [-1.34979, -0.64516, -0.11720], [0.82960, 1.67117, 0.07016], [-1.74227, 1.62402, 0.02741], [-2.48812, -0.99927, -0.16093], [1.99475, -1.17229, 0.27313], [-0.99529, 0.79827, -0.01537], [-0.48185, -1.45583, -0.07580], [3.11698, 0.01519, -0.12672]],
  "nbo_charge": [0.116, -0.001, 0.224, 0.236, 0.450, 0.192, -0.393, -0.583, -0.397, 0.158]
}

***

(2)
{
  "formula": "C4H9NO",
  "method": "the ωB97M-V functional and the def2-TZVPD basis",
  "spin_multiplicity": 1,
  "e_lumo_ev": 0.500,
  "species": ["C", "C", "C", "O", "N", "C", "H", "H", "H", "H", "H", "H", "H", "H", "H"],
  "positions_angstrom": [[1.98185, -0.51818, 0.00393], [0.87911, 0.51662, -0.19818], [-0.28174, 0.29053, 0.74022], [-0.21377, -0.14447, 1.86259], [-1.59985, 0.61345, 0.19075], [-2.11310, -0.57483, -0.66668], [1.63943, -1.50803, -0.31278], [2.86789, -0.25277, -0.57983], [2.25837, -0.57552, 1.05985], [1.26403, 1.52215, 0.02885], [0.53066, 0.52931, -1.23532], [-1.60696, 1.45023, -0.39112], [-1.36794, -0.66180, -1.47286], [-1.98643, -1.43447, 0.00637], [-2.25155, 0.74779, 0.96422]],
  "nbo_charge": [-0.600, -0.520, 0.697, -0.542, -0.601, -0.694, 0.219, 0.214, 0.227, 0.232, 0.228, 0.417, 0.138, 0.154, 0.428]
}

***

Number 1: calculated total energy -18461.356 eV, strongest force on any atom 10.35 eV/Å. Number 2: calculated total energy -7828.708 eV, strongest force on any atom 0.63 eV/Å.